Molecular formula: C48H52N2O2S2SeY
Method: DFT, ωB97M-V/def2-TZVPD

Structure (ORCA input):
```
! wB97M-V def2-TZVPD RIJCOSX def2/J DEFGRID3
* xyz 1 1
Y 0.149 2.042 -0.457
C -1.069 -3.255 5.162
C -1.452 -1.792 5.429
C -0.913 -1.363 6.800
C -2.976 -1.693 5.461
C -0.842 -0.912 4.340
C -1.603 -0.147 3.477
C -0.989 0.608 2.483
Se -2.121 1.567 1.263
C -2.581 0.167 0.011
C -3.398 -0.846 0.482
C -3.769 -1.895 -0.347
C -3.320 -1.857 -1.663
C -2.511 -0.850 -2.185
C -2.119 0.186 -1.316
O -1.287 1.173 -1.709
C -2.095 -0.849 -3.657
C -2.681 -2.042 -4.418
C -2.608 0.432 -4.331
C -0.567 -0.928 -3.790
C -4.640 -3.020 0.208
C -5.961 -2.437 0.727
C -4.965 -4.079 -0.845
C -3.893 -3.702 1.364
C 0.405 0.652 2.347
O 0.941 1.402 1.370
C 1.203 -0.116 3.220
C 0.545 -0.871 4.180
C 2.728 -0.102 3.117
C 3.381 -0.997 4.173
C 3.244 1.328 3.331
C 3.176 -0.614 1.739
H -1.495 -3.902 5.931
H 0.012 -3.396 5.168
H -1.447 -3.583 4.192
H -1.348 -1.983 7.586
H -1.163 -0.322 7.008
H 0.171 -1.467 6.859
H -3.365 -2.335 6.253
H -3.425 -2.026 4.522
H -3.314 -0.676 5.665
H -2.681 -0.128 3.563
H -3.743 -0.816 1.508
H -3.622 -2.653 -2.325
H -3.772 -2.039 -4.399
H -2.329 -2.997 -4.022
H -2.370 -1.984 -5.461
H -3.697 0.480 -4.284
H -2.318 0.438 -5.384
H -2.204 1.323 -3.855
H -0.178 -1.820 -3.292
H -0.094 -0.046 -3.365
H -0.289 -0.992 -4.845
H -6.508 -1.936 -0.072
H -5.796 -1.713 1.527
H -6.591 -3.233 1.126
H -5.518 -3.658 -1.686
H -5.586 -4.857 -0.400
H -4.063 -4.559 -1.231
H -3.659 -2.996 2.163
H -2.955 -4.140 1.019
H -4.506 -4.499 1.791
H 1.141 -1.468 4.854
H 3.142 -0.671 5.187
H 4.465 -0.948 4.059
H 3.086 -2.043 4.065
H 2.965 1.693 4.321
H 2.842 2.013 2.587
H 4.334 1.341 3.264
H 2.789 -1.619 1.552
H 4.267 -0.665 1.698
H 2.836 0.052 0.950
S 2.847 8.485 -3.179
C 1.939 9.808 -2.606
C 0.899 9.409 -1.823
C 0.851 8.005 -1.659
C 1.861 7.359 -2.325
C 2.139 5.928 -2.378
C 1.346 5.013 -1.657
N 1.532 3.706 -1.656
C 2.551 3.183 -2.392
C 3.399 4.009 -3.144
C 4.460 3.429 -3.912
C 4.658 2.094 -3.924
C 3.812 1.222 -3.166
C 3.981 -0.171 -3.158
C 3.146 -0.982 -2.417
C 2.134 -0.337 -1.675
N 1.956 0.965 -1.670
C 2.770 1.762 -2.402
C 3.264 -2.434 -2.381
C 2.420 -3.334 -1.780
C 2.847 -4.672 -1.940
C 4.002 -4.771 -2.655
S 4.565 -3.245 -3.166
C 3.171 5.392 -3.122
H 2.209 10.813 -2.885
H 0.197 10.093 -1.371
H 0.095 7.518 -1.062
H 0.522 5.381 -1.056
H 5.099 4.089 -4.483
H 5.459 1.659 -4.506
H 4.780 -0.595 -3.755
H 1.450 -0.914 -1.064
H 1.524 -3.069 -1.238
H 2.322 -5.524 -1.535
H 4.545 -5.664 -2.915
H 3.824 6.029 -3.705
*
```

## Properties
HOMO: -10.11 eV
energy: -145756.268 eV
strongest force on any atom: 0.010 hartree/bohr
energy above the lowest of the compared OMol25 structures with the same formula, charge and spin: 0.0 kJ/mol

---

Molecular formula: C48H52N4O3
Method: DFT, ωB97M-V/def2-TZVPD

Structure (ORCA input):
```
! wB97M-V def2-TZVPD RIJCOSX def2/J DEFGRID3
* xyz 0 1
C -3.074 -3.302 0.477
C -3.531 -2.967 1.890
C -4.401 -4.113 2.422
C -4.216 -1.607 1.902
C -5.595 -1.537 1.705
C -6.227 -0.305 1.520
C -5.479 0.868 1.531
C -4.090 0.820 1.692
C -3.301 2.102 1.473
C -3.473 3.085 2.627
C -3.671 2.752 0.136
C -3.466 -0.410 1.997
N -2.008 -0.490 2.118
N -1.341 -0.942 1.023
N -0.036 -0.838 1.313
C 0.985 -0.858 0.280
C 1.498 0.372 -0.149
C 0.718 1.659 0.117
C -0.466 1.771 -0.835
C 1.581 2.915 0.134
C 2.682 0.379 -0.884
C 3.252 -0.823 -1.296
C 2.638 -2.032 -1.000
C 1.483 -2.068 -0.211
C 0.802 -3.411 0.072
C 1.776 -4.436 0.651
C 0.094 -3.946 -1.181
C 0.135 -0.234 2.555
C 1.486 -0.026 3.015
C 1.905 1.279 3.333
C 3.209 1.498 3.793
C 4.122 0.445 3.814
C 3.734 -0.839 3.412
C 2.409 -1.088 3.041
C -1.086 0.014 3.081
C -1.477 0.669 4.347
H -2.449 -2.495 0.084
H -2.491 -4.230 0.459
H -3.936 -3.429 -0.193
H -2.644 -2.890 2.533
H -4.864 -3.848 3.379
H -5.188 -4.381 1.703
H -3.775 -5.001 2.575
H -6.200 -2.449 1.662
H -7.313 -0.263 1.377
H -5.970 1.833 1.361
H -2.241 1.818 1.411
H -3.125 2.639 3.565
H -2.891 3.997 2.431
H -4.532 3.353 2.749
H -3.495 2.047 -0.687
H -4.724 3.061 0.113
H -3.044 3.635 -0.030
H 0.297 1.573 1.126
H -1.148 0.921 -0.690
H -1.019 2.702 -0.653
H -0.124 1.757 -1.879
H 2.399 2.806 0.854
H 1.992 3.125 -0.859
H 0.968 3.769 0.444
H 3.149 1.332 -1.133
H 4.176 -0.798 -1.880
H 3.060 -2.974 -1.367
H 0.030 -3.198 0.825
H 2.320 -4.016 1.504
H 1.228 -5.320 0.993
H 2.509 -4.749 -0.101
H -0.603 -3.197 -1.580
H 0.822 -4.186 -1.968
H -0.477 -4.854 -0.943
H 1.204 2.099 3.196
H 3.490 2.497 4.124
H 5.159 0.629 4.138
H 4.458 -1.657 3.409
H 2.077 -2.094 2.788
H -1.624 1.807 4.194
H -2.429 0.225 4.655
O -0.053 7.205 5.780
N 0.796 6.292 5.864
O 2.010 6.465 5.609
C 0.346 4.982 6.177
C 1.259 3.924 6.110
C 0.820 2.618 6.241
C -0.545 2.313 6.346
C -1.048 0.895 6.207
C -1.882 0.577 7.365
C -1.660 -0.554 8.252
C -1.920 -0.414 9.766
C -1.996 0.837 10.419
C -2.134 0.940 11.817
C -2.161 -0.217 12.608
C -2.008 -1.467 11.991
C -1.882 -1.556 10.592
O -1.159 -1.602 7.790
C -1.464 3.382 6.412
C -1.027 4.699 6.274
H 2.316 4.141 5.986
H 1.538 1.790 6.218
H -0.216 0.178 6.199
H -2.578 1.322 7.759
H -1.919 1.759 9.843
H -2.268 1.912 12.302
H -2.303 -0.160 13.691
H -2.037 -2.379 12.587
H -1.720 -2.533 10.145
H -2.542 3.184 6.535
H -1.704 5.544 6.265
*
```

## Properties
HOMO: -6.00 eV
energy: -62716.009 eV
strongest force on any atom: 0.056 hartree/bohr

---

Molecular formula: C48H52N5O2SSiTi
Method: DFT, ωB97M-V/def2-TZVPD

Structure (ORCA input):
```
! wB97M-V def2-TZVPD RIJCOSX def2/J DEFGRID3
* xyz 0 2
Ti -0.653 0.163 -0.307
O -1.643 -0.502 -1.623
C -1.981 -1.817 -1.939
C -1.600 -2.706 -0.716
C -2.246 -2.129 0.507
C -3.311 -2.793 1.082
C -3.979 -2.242 2.162
C -3.565 -0.991 2.591
C -2.512 -0.346 1.978
C -2.113 1.028 2.428
C -2.077 2.068 1.267
O -1.029 1.715 0.425
C -1.793 3.436 1.914
C -2.666 4.517 1.847
C -2.356 5.719 2.472
C -1.168 5.863 3.169
C -0.289 4.792 3.239
C -0.602 3.593 2.621
C -3.391 2.158 0.488
C -4.634 2.004 1.095
C -5.801 2.277 0.396
C -5.739 2.729 -0.913
C -4.506 2.874 -1.530
C -3.340 2.577 -0.839
N -1.799 -0.916 0.958
C -1.193 -2.252 -3.180
C -0.836 -1.284 -4.114
C -0.079 -1.615 -5.227
C 0.328 -2.926 -5.428
C -0.039 -3.901 -4.514
C -0.794 -3.566 -3.399
C -3.485 -2.006 -2.176
C -4.016 -3.266 -2.441
C -5.383 -3.445 -2.573
C -6.245 -2.363 -2.461
C -5.721 -1.102 -2.229
C -4.351 -0.928 -2.082
H -0.514 -2.712 -0.642
H -1.947 -3.727 -0.853
H -3.619 -3.747 0.677
H -4.799 -2.760 2.640
H -4.078 -0.501 3.409
H -1.100 0.991 2.830
H -2.778 1.377 3.217
H -3.596 4.437 1.301
H -3.053 6.546 2.410
H -0.928 6.801 3.654
H 0.645 4.890 3.780
H 0.090 2.761 2.678
H -4.701 1.698 2.132
H -6.760 2.160 0.885
H -6.647 2.970 -1.452
H -4.446 3.215 -2.556
H -2.375 2.696 -1.313
H -1.139 -0.262 -3.942
H 0.199 -0.840 -5.930
H 0.934 -3.187 -6.287
H 0.269 -4.929 -4.662
H -1.056 -4.350 -2.697
H -3.363 -4.123 -2.564
H -5.780 -4.434 -2.765
H -7.315 -2.504 -2.556
H -6.381 -0.248 -2.157
H -3.938 0.047 -1.886
C 2.877 1.065 -5.092
Si 3.816 0.937 -3.464
C 5.577 0.290 -3.749
C 3.980 2.637 -2.656
C 2.966 -0.295 -2.298
C 3.639 -1.405 -1.827
C 3.067 -2.250 -0.872
C 1.805 -1.951 -0.431
N 1.090 -0.918 -0.890
C 1.648 -0.078 -1.801
S 0.672 1.265 -2.224
H 3.348 1.778 -5.772
H 1.864 1.411 -4.883
H 2.812 0.100 -5.599
H 6.221 1.091 -4.118
H 5.603 -0.518 -4.485
H 6.022 -0.083 -2.824
H 4.459 3.339 -3.342
H 4.582 2.595 -1.744
H 2.996 3.026 -2.400
H 4.640 -1.618 -2.187
H 3.602 -3.105 -0.483
H 1.331 -2.568 0.327
C 2.522 -1.448 4.461
C 1.296 -1.951 3.706
N 0.755 -0.903 2.845
C 1.492 0.195 2.434
N 1.299 0.684 1.255
C 2.057 1.876 0.878
C 3.356 2.032 1.658
C 3.075 1.918 3.146
N 2.332 0.699 3.391
C 2.359 0.050 4.687
H 3.418 -1.597 3.856
H 2.646 -1.983 5.402
H 0.514 -2.247 4.410
H 1.567 -2.837 3.122
H 0.133 -1.215 2.118
H 1.425 2.762 0.994
H 2.289 1.798 -0.181
H 3.814 2.997 1.438
H 4.050 1.240 1.364
H 2.511 2.795 3.489
H 4.004 1.876 3.717
H 1.432 0.244 5.242
H 3.190 0.456 5.261
*
```

## Properties
HOMO (alpha / beta): -6.14 / -7.05 eV
energy: -103999.794 eV
strongest force on any atom: 0.072 hartree/bohr
expectation value of S²: 0.758

---

Molecular formula: C48H53FN8P
Method: DFT, ωB97M-V/def2-TZVPD

Structure (ORCA input):
```
! wB97M-V def2-TZVPD RIJCOSX def2/J DEFGRID3
* xyz -1 1
C 1.273 8.783 5.027
C 0.986 7.328 4.736
C 1.981 6.432 4.363
C 1.663 5.113 4.075
C 0.341 4.687 4.162
C -0.690 5.549 4.543
C -2.111 5.060 4.665
P -3.525 6.210 4.008
F -2.471 6.864 2.784
C -0.317 6.865 4.835
H 1.422 9.321 4.087
H 2.140 8.923 5.675
H 0.409 9.236 5.513
H 3.007 6.791 4.309
H 2.472 4.451 3.788
H 0.141 3.644 3.935
H -2.296 4.889 5.734
H -2.209 4.098 4.156
H -3.099 7.239 4.955
H -4.568 7.110 3.514
H -3.910 5.197 3.037
H -4.475 5.696 4.987
H -1.109 7.540 5.133
N -4.610 2.622 4.768
C -4.927 1.489 4.145
C -5.433 0.372 4.798
C -5.614 0.436 6.170
C -5.288 1.611 6.831
C -4.793 2.672 6.084
H -4.769 1.485 3.071
H -5.679 -0.524 4.241
H -6.005 -0.414 6.717
H -5.415 1.706 7.901
H -4.527 3.614 6.554
N -4.353 0.605 0.834
C -4.234 -0.721 0.831
C -3.826 -1.454 -0.273
C -3.526 -0.770 -1.440
C -3.646 0.611 -1.455
C -4.061 1.249 -0.295
H -4.478 -1.215 1.766
H -3.744 -2.531 -0.218
H -3.199 -1.305 -2.324
H -3.418 1.183 -2.344
H -4.162 2.328 -0.257
N -2.185 -3.302 -3.750
C -1.715 -3.403 -4.992
C -0.403 -3.741 -5.291
C 0.470 -3.982 -4.241
C -0.004 -3.883 -2.941
C -1.333 -3.547 -2.755
H -2.426 -3.197 -5.784
H -0.079 -3.806 -6.321
H 1.504 -4.242 -4.432
H 0.637 -4.059 -2.087
H -1.740 -3.456 -1.753
N 2.827 -0.703 -1.324
C 2.964 0.175 -0.329
C 1.928 0.952 0.169
C 0.671 0.809 -0.398
C 0.507 -0.099 -1.433
C 1.611 -0.824 -1.857
H 3.962 0.255 0.088
H 2.106 1.648 0.978
H -0.166 1.395 -0.039
H -0.457 -0.244 -1.903
H 1.522 -1.544 -2.663
N 1.597 -5.172 -0.192
C 2.762 -4.701 0.255
C 3.435 -5.230 1.345
C 2.867 -6.302 2.013
C 1.654 -6.801 1.566
C 1.064 -6.203 0.464
H 3.168 -3.856 -0.292
H 4.379 -4.808 1.662
H 3.361 -6.742 2.870
H 1.174 -7.635 2.058
H 0.116 -6.566 0.079
N 4.420 3.185 2.044
C 4.852 4.429 1.834
C 6.195 4.775 1.795
C 7.140 3.782 1.986
C 6.707 2.485 2.207
C 5.343 2.241 2.225
H 4.081 5.178 1.696
H 6.489 5.801 1.618
H 8.198 4.014 1.964
H 7.410 1.678 2.363
H 4.963 1.239 2.392
N -1.456 -2.433 -8.455
C -0.541 -1.475 -8.597
C -0.846 -0.156 -8.895
C -2.178 0.190 -9.057
C -3.144 -0.792 -8.915
C -2.732 -2.081 -8.613
H 0.489 -1.787 -8.462
H -0.060 0.580 -8.993
H -2.458 1.210 -9.289
H -4.195 -0.566 -9.031
H -3.457 -2.878 -8.488
N 1.753 -8.361 -3.098
C 2.216 -7.132 -2.864
C 3.343 -6.606 -3.480
C 4.028 -7.398 -4.387
C 3.561 -8.677 -4.641
C 2.424 -9.107 -3.974
H 1.655 -6.546 -2.151
H 3.671 -5.601 -3.251
H 4.912 -7.024 -4.888
H 4.065 -9.329 -5.342
H 2.024 -10.101 -4.146
*
```

## Properties
HOMO: -3.16 eV
energy: -74560.937 eV
strongest force on any atom: 0.010 hartree/bohr